{
  "formula": "C21H20BrN3O2Pd",
  "method": "ωB97M-V/def2-TZVPD",
  "symbols": ["Pd", "C", "C", "C", "C", "C", "C", "C", "C", "C", "C", "N", "C", "C", "C", "C", "C", "N", "H", "H", "H", "H", "H", "H", "H", "H", "H", "H", "H", "H", "H", "H", "H", "H", "H", "Br", "C", "C", "C", "C", "C", "N", "C", "O", "O", "H", "H", "H"],
  "positions_angstrom": [[0.256, 0.106, 0.985], [-2.279, -1.089, -4.149], [-1.248, -1.651, -3.170], [0.036, -0.858, -3.108], [0.916, -0.978, -4.184], [2.161, -0.383, -4.179], [2.575, 0.321, -3.058], [1.740, 0.466, -1.965], [2.237, 1.184, -0.726], [1.703, 2.599, -0.566], [0.439, -0.078, -2.020], [-0.399, 0.144, -0.907], [-1.672, 0.395, -1.018], [-2.414, 0.573, 0.171], [-3.771, 0.749, 0.478], [-3.863, 0.745, 1.862], [-2.563, 0.570, 2.359], [-1.700, 0.470, 1.353], [-3.168, -1.718, -4.175], [-1.865, -1.048, -5.157], [-2.591, -0.074, -3.897], [-0.982, -2.658, -3.500], [-1.677, -1.776, -2.174], [0.615, -1.585, -5.029], [2.824, -0.502, -5.025], [3.571, 0.743, -3.016], [3.330, 1.207, -0.733], [2.034, 0.490, 0.127], [1.955, 3.174, -1.457], [2.148, 3.094, 0.298], [0.618, 2.613, -0.445], [-2.125, 0.484, -1.999], [-4.578, 0.848, -0.228], [-4.754, 0.848, 2.457], [-2.240, 0.525, 3.388], [0.320, 2.703, 3.146], [0.749, 0.996, 3.823], [1.017, 0.828, 5.169], [1.335, -0.447, 5.613], [1.392, -1.489, 4.703], [1.120, -1.239, 3.371], [0.784, -0.007, 2.952], [1.245, -2.365, 2.306], [1.468, -3.475, 2.765], [1.135, -2.010, 1.097], [0.975, 1.677, 5.833], [1.548, -0.616, 6.660], [1.645, -2.505, 4.969]],
  "forces_ev_per_angstrom": [[-0.644, -1.037, 0.379], [-0.003, 0.011, -0.030], [0.011, -0.092, 0.040], [0.076, -0.008, -0.085], [-0.005, 0.018, -0.005], [-0.030, -0.019, -0.009], [0.001, -0.010, 0.041], [-0.135, 0.028, 0.007], [0.065, -0.585, -0.059], [-0.110, 0.041, 0.083], [0.444, 0.038, -0.129], [-0.184, 0.035, 0.292], [-0.035, 0.162, 0.369], [-0.029, -0.073, 0.043], [0.048, -0.008, -0.203], [-0.051, 0.005, 0.070], [0.049, 0.034, 0.115], [0.031, 0.376, -0.508], [-0.021, -0.008, -0.008], [-0.003, -0.006, -0.011], [0.002, 0.008, 0.021], [-0.011, 0.010, 0.020], [-0.008, 0.031, -0.044], [-0.002, -0.016, -0.020], [0.015, 0.003, -0.014], [0.022, 0.012, -0.010], [-0.034, -0.003, -0.180], [0.264, 0.526, -0.045], [-0.001, 0.046, 0.005], [-0.029, -0.011, 0.013], [0.058, 0.036, -0.034], [-0.017, 0.018, 0.070], [-0.017, 0.000, -0.031], [-0.014, 0.002, 0.007], [0.010, 0.003, 0.005], [0.058, 0.030, 0.103], [-0.052, 0.095, 0.094], [-0.031, 0.027, -0.102], [-0.003, -0.008, -0.105], [-0.005, -0.028, 0.007], [0.043, -0.101, -0.264], [0.028, -0.056, -0.135], [0.105, -0.055, 0.272], [-0.008, -0.105, 0.025], [0.146, 0.620, -0.107], [0.005, 0.005, 0.016], [-0.003, -0.001, 0.020], [0.003, 0.011, 0.021]],
  "lowdin_charge": [0.98, -0.09, -0.20, -0.16, -0.04, -0.07, -0.04, -0.17, -0.21, -0.10, -0.15, -0.04, -0.04, -0.30, -0.04, -0.09, -0.17, -0.08, 0.08, 0.07, 0.06, 0.12, 0.11, 0.12, 0.10, 0.11, 0.12, 0.07, 0.08, 0.06, 0.06, 0.12, 0.10, 0.09, 0.10, 0.80, -0.72, -0.10, -0.03, 0.01, -0.14, -0.06, -0.64, 0.04, -0.08, 0.10, 0.12, 0.12],
  "homo_ev": -7.94,
  "total_energy_ha": -3828.88616,
  "fmax_ev_per_a": 1.28,
  "de_lowest_kcal_mol": 0.3,
  "lumo_ha": -0.0224,
  "homo_lumo_gap_ev": 7.33,
  "charge": 0
}


{
  "formula": "C21H20ClFeN6O6S2",
  "method": "ωB97M-V/def2-TZVPD",
  "symbols": ["Fe", "C", "S", "C", "S", "N", "N", "C", "C", "C", "C", "C", "C", "N", "H", "H", "H", "H", "H", "H", "H", "H", "C", "C", "C", "C", "C", "C", "N", "N", "C", "C", "C", "C", "C", "N", "H", "H", "H", "H", "H", "H", "H", "H", "H", "O", "Cl", "O", "O", "O", "C", "O", "C", "O", "H", "H", "H"],
  "positions_angstrom": [[-0.195, -0.021, 0.418], [0.115, -0.145, -5.257], [0.887, 1.051, -4.157], [0.461, 0.385, -2.616], [1.003, 1.385, -1.216], [-0.215, -0.684, -2.521], [-0.593, -1.011, -1.243], [-1.142, -2.153, -1.094], [-1.532, -2.479, 0.266], [-2.209, -3.636, 0.616], [-2.562, -3.816, 1.944], [-2.230, -2.840, 2.867], [-1.540, -1.714, 2.442], [-1.196, -1.542, 1.173], [0.266, 0.232, -6.268], [-0.947, -0.212, -5.037], [0.575, -1.124, -5.150], [-1.303, -2.828, -1.927], [-2.452, -4.370, -0.140], [-3.092, -4.708, 2.252], [-2.490, -2.943, 3.911], [-1.242, -0.928, 3.123], [-5.208, 1.597, -1.827], [-5.238, 1.919, -0.471], [-4.131, 1.778, 0.342], [-2.895, 1.285, -0.164], [-2.882, 0.985, -1.548], [-4.003, 1.135, -2.345], [-1.783, 1.130, 0.601], [-1.947, 1.609, 1.903], [-0.874, 1.482, 2.626], [-0.816, 1.997, 3.971], [0.331, 1.900, 4.686], [1.480, 1.281, 4.120], [1.365, 0.763, 2.860], [0.238, 0.822, 2.123], [-6.083, 1.714, -2.454], [-6.157, 2.294, -0.031], [-4.182, 2.041, 1.387], [-1.964, 0.657, -2.017], [-3.925, 0.893, -3.400], [-1.706, 2.472, 4.362], [0.374, 2.302, 5.693], [2.411, 1.197, 4.661], [2.206, 0.265, 2.395], [3.439, -1.569, 1.576], [2.271, -2.262, 1.110], [2.650, -3.373, 0.283], [1.452, -2.688, 2.204], [1.492, -1.345, 0.256], [4.296, -0.727, -1.867], [3.030, -0.056, -2.030], [2.750, 0.909, -1.176], [3.469, 1.426, -0.376], [4.074, -1.785, -1.760], [4.804, -0.365, -0.980], [4.886, -0.540, -2.762]],
  "forces_ev_per_angstrom": [[0.112, -0.442, -0.222], [-0.015, 0.035, -0.011], [-0.004, 0.057, -0.063], [0.207, 0.143, -0.056], [-0.188, 0.179, -0.006], [-0.054, -0.200, -0.359], [-0.078, -0.100, 0.381], [0.062, 0.099, -0.158], [-0.115, -0.057, 0.331], [0.054, 0.053, -0.082], [-0.011, 0.013, 0.101], [-0.017, -0.063, -0.063], [0.037, 0.025, -0.006], [-0.043, 0.093, 0.035], [0.004, -0.005, 0.015], [-0.005, -0.019, -0.016], [0.007, -0.009, 0.022], [-0.015, 0.023, -0.017], [0.000, 0.007, -0.002], [0.001, 0.001, 0.000], [0.001, 0.004, -0.002], [-0.003, -0.024, -0.007], [-0.014, 0.003, 0.018], [0.010, -0.007, -0.022], [0.027, -0.028, 0.022], [0.112, -0.039, 0.105], [0.085, -0.028, -0.180], [0.016, -0.014, 0.017], [0.101, 0.052, -0.263], [0.091, 0.028, 0.246], [-0.301, 0.028, -0.222], [0.098, 0.027, 0.144], [-0.128, 0.032, -0.015], [0.064, -0.055, -0.052], [0.004, 0.055, 0.037], [0.065, 0.008, -0.021], [0.004, 0.001, 0.003], [-0.001, 0.000, -0.003], [0.010, 0.008, 0.028], [-0.259, 0.149, 0.109], [-0.003, 0.003, -0.013], [0.003, 0.001, 0.004], [-0.004, -0.001, -0.001], [0.002, 0.000, -0.002], [0.006, -0.016, -0.013], [-0.042, -0.043, -0.051], [0.133, 0.017, 0.034], [-0.021, -0.050, -0.038], [-0.048, -0.027, 0.024], [0.129, 0.277, -0.049], [0.005, 0.007, -0.033], [0.079, -0.124, -0.104], [-0.211, -0.150, 0.555], [0.047, 0.075, -0.160], [-0.029, -0.032, 0.002], [0.019, 0.038, 0.045], [0.013, -0.007, 0.039]],
  "lowdin_charge": [0.33, -0.39, 0.91, -0.89, 1.08, 0.00, -0.09, -0.01, -0.21, 0.00, -0.06, -0.03, -0.06, 0.07, 0.03, 0.04, 0.04, 0.14, 0.11, 0.11, 0.11, 0.12, -0.16, -0.14, -0.06, -0.29, -0.07, -0.14, -0.11, 0.03, -0.42, -0.06, -0.13, -0.12, -0.15, -0.01, 0.07, 0.09, 0.07, 0.05, 0.08, 0.09, 0.09, 0.08, 0.08, -0.33, 0.68, -0.34, -0.32, -0.41, 0.00, -0.11, -0.78, 0.08, 0.09, 0.09, 0.09],
  "homo_ev": [-2.33, -2.33],
  "total_energy_ha": -4112.28774,
  "fmax_ev_per_a": 0.61,
  "de_lowest_kcal_mol": 3.3,
  "lumo_ha": [0.0535, 0.0535],
  "homo_lumo_gap_ev": [3.78, 3.78],
  "charge": -1
}